Molecular formula: C2H6N2
Method: DFT, the ωB97M-V functional and the def2-TZVPD basis

Properties
SMILES: [H]/N=C/NC
2S+1: 1
DFT total energy in Eh: -189.25631
Energy relative to the best compared isomer or geometry (same formula, charge and spin) in kcal/mol: 46.0

Each line ends with the Löwdin charge.
Atoms and positions in Å:
H  2.19  -1.86  0.98  0.018
N  1.61  -1.03  0.96  0.045
C  0.43  -0.88  0.43  -0.272
N  -0.08  0.43  0.45  -0.080
C  -0.93  0.81  -0.58  -0.186
H  -0.06  -1.70  -0.06  0.107
H  0.57  1.22  0.57  0.139
H  -1.19  0.07  -1.34  0.081
H  -1.83  1.39  -0.15  0.104
H  -0.70  1.56  -1.26  0.043